Entry 1:
{
  "formula": "C6H9N3O",
  "method": "wB97M-V/def2-TZVPD",
  "total_energy_ev": -12882.119,
  "multiplicity": 1,
  "relative_energy_kj_mol": 369.10,
  "orbital_gap_ha": 0.31502,
  "symbols": ["N", "C", "C", "C", "C", "N", "N", "C", "C", "H", "H", "H", "H", "H", "H", "H", "O", "H", "H"],
  "coordinates": [[2.1218, -0.4691, 2.1401], [1.0770, 0.3545, 2.5854], [0.2586, 1.1569, 1.8079], [0.2663, 1.4085, 0.3351], [-0.4834, 0.4212, -0.4889], [-1.4500, -0.3069, -0.6053], [-0.6678, 1.7367, 2.6515], [-0.4560, 1.3321, 3.9311], [0.6405, 0.4882, 3.9386], [2.5773, -0.1400, 1.2961], [2.8233, -0.6358, 2.8523], [-0.1590, 2.4003, 0.1122], [1.3000, 1.4333, -0.0447], [-1.3940, 2.3745, 2.3576], [-1.1431, 1.6031, 4.7278], [1.0400, -0.0419, 4.8010], [0.5133, -0.8198, -1.7222], [1.2909, -0.9465, -1.1643], [-0.7129, -1.2531, -1.4854]],
  "nbo_charge": [-0.8094, 0.1211, 0.0353, -0.5331, 0.4857, -0.5346, -0.4920, -0.0389, -0.3435, 0.3639, 0.3777, 0.2590, 0.2489, 0.4144, 0.2161, 0.2238, -0.9970, 0.4699, 0.5327]
}

---

Entry 2:
{
  "formula": "C6H9N3O2",
  "method": "wB97M-V/def2-TZVPD",
  "smiles": "N[C@@H](Cc1c[nH]cn1)C(=O)O",
  "total_energy_ev": -14933.128,
  "multiplicity": 1,
  "relative_energy_kj_mol": 102.48,
  "orbital_gap_ha": 0.35226,
  "symbols": ["N", "C", "C", "C", "C", "N", "C", "N", "C", "O", "O", "H", "H", "H", "H", "H", "H", "H", "H", "H"],
  "coordinates": [[1.3646, -1.4718, 0.2760], [1.3020, -0.1103, -0.2034], [0.4077, 0.8458, 0.5517], [-1.0004, 0.4010, 0.2466], [-2.0696, 1.2790, 0.0414], [-3.0426, 0.4760, -0.3852], [-2.6973, -0.8361, -0.3282], [-1.3964, -0.9054, -0.0897], [2.7349, 0.4003, -0.2261], [3.0262, 1.5829, -0.3215], [3.6522, -0.5407, -0.3274], [0.6078, -2.0124, -0.1416], [1.2138, -1.3310, 1.3350], [1.0669, -0.1823, -1.2634], [0.4434, 1.8712, 0.2033], [0.6811, 0.6178, 1.6208], [-2.2924, 2.3616, 0.0829], [-3.9919, 0.6771, -0.5309], [-3.2798, -1.7476, -0.5056], [3.2696, -1.3752, -0.0346]],
  "nbo_charge": [-0.8535, -0.1643, -0.4361, 0.0953, -0.1116, -0.4969, 0.1479, -0.5003, 0.7709, -0.5991, -0.6709, 0.4093, 0.3570, 0.2254, 0.2571, 0.2066, 0.2308, 0.4072, 0.2140, 0.5113]
}